C12H28N4O4 | the ωB97M-V functional and the def2-TZVPD basis

The lowest unoccupied orbital energy is 0.76 eV. The structure (SMILES) is CN(C)C=O.CN(C)C=O.CN(C)C=O.CN(C)C=O. The relative energy (zero: lowest compared OMol25 entry of this formula, charge and spin) comes out at 333.45 kJ/mol. The frontier orbital gap is 10.0 eV.

ORCA input file:
```
! wB97M-V def2-TZVPD RIJCOSX def2/J DEFGRID3
* xyz 0 1
C -15.36 2.88 9.92
N -16.75 2.91 9.61
C -17.45 3.98 10.26
C -17.22 2.26 8.53
O -18.21 2.59 7.94
H -15.15 1.85 10.22
H -15.25 3.52 10.84
H -14.76 3.24 9.02
H -17.02 4.94 10.16
H -18.48 4.09 9.82
H -17.55 3.77 11.32
H -16.58 1.35 8.25
C -18.10 4.41 5.10
N -16.78 3.80 5.23
C -16.56 2.58 4.47
C -16.04 4.16 6.24
O -14.93 3.69 6.46
H -18.90 3.63 5.11
H -18.21 4.86 4.14
H -18.22 5.25 5.84
H -15.50 2.31 4.49
H -17.23 1.82 4.79
H -16.77 2.74 3.42
H -16.50 4.84 6.93
C -14.78 7.35 7.71
N -14.39 6.81 9.01
C -13.35 5.79 8.88
C -14.40 7.68 10.07
O -13.58 7.59 10.98
H -15.65 7.94 7.94
H -14.99 6.55 7.06
H -13.94 7.95 7.15
H -13.91 5.13 8.15
H -12.47 6.24 8.47
H -13.27 5.29 9.87
H -15.24 8.42 10.12
C -11.73 12.19 11.08
N -11.81 12.15 9.63
C -10.53 11.74 9.07
C -12.87 11.85 8.94
O -12.99 11.50 7.78
H -11.11 11.40 11.49
H -12.74 12.16 11.43
H -11.28 13.13 11.36
H -10.30 10.69 9.36
H -10.61 11.74 7.95
H -9.79 12.41 9.47
H -13.80 12.02 9.52
*
```